Entry 1:
Entry from the Open Molecules 2025 dataset: the molecule C3H6FNO3 in a non-equilibrium geometry (ωB97M-V/def2-TZVPD).

```
14
Properties=species:S:1:pos:R:3
C -0.5603 -0.3126 0.1643
C 0.7712 -0.8944 0.9769
C -0.2657 1.1948 -0.1585
N 0.5993 1.4303 -1.2129
O -0.7128 -1.1596 -0.9326
O -1.6109 -0.4554 1.0018
O -0.8518 2.1359 0.2628
F 1.7934 -0.7363 0.0700
H 1.1637 -0.6858 2.0014
H 0.6478 -1.9604 0.9309
H 0.0255 -1.9176 -0.7281
H 0.3517 2.2054 -1.7900
H 0.9833 0.6854 -1.7334
H -2.3344 0.4701 1.1474
```

Results
frontier orbital gap (alpha / beta)	5.666 / 7.013	eV
total charge	0
expectation value of S²	2.01
spin multiplicity	3

=====

Entry 2:
Entry from the Open Molecules 2025 dataset: a structure of composition C17H17BrClN3O5PReS2 in a non-equilibrium geometry (ωB97M-V/def2-TZVPD).

```
48
Properties=species:S:1:pos:R:3
Re 0.5871 -0.2916 -1.0477
O -0.1267 -0.2937 2.9381
Cl 0.6101 -0.1362 1.7619
O 1.8437 0.5331 1.9653
O -0.2203 0.6394 0.7763
O 0.8042 -1.3798 0.9786
Br 1.0154 -2.2368 -2.3066
C 5.0814 1.1474 0.3406
N 3.8348 1.7805 -0.0986
C 3.6195 3.1216 -0.0163
C 2.4247 3.6840 -0.3075
C 1.3514 2.8285 -0.6972
N 1.6233 1.5344 -0.8612
C 2.8138 0.9917 -0.5184
O 2.8570 -0.2437 -0.6248
N 0.1188 3.2630 -0.9054
H 5.8819 1.8788 0.2778
H 5.2960 0.3049 -0.3104
H 4.9717 0.7924 1.3638
H 4.4661 3.7113 0.3055
H 2.2818 4.7499 -0.2296
H -0.1068 4.2369 -0.8015
H -0.6173 2.6131 -1.1487
S 0.7967 0.8079 -3.3006
P -1.1374 0.4569 -3.5892
S -1.6447 0.0650 -1.6552
C -2.2055 1.7923 -4.1552
C -1.7965 2.4934 -5.2914
C -2.5575 3.5485 -5.7622
C -3.7267 3.9056 -5.1024
C -4.1410 3.2011 -3.9819
C -3.3810 2.1436 -3.5020
C -1.4290 -0.8344 -4.8167
C -2.7156 -0.9575 -5.3486
C -2.9595 -1.8537 -6.3724
C -1.9219 -2.6239 -6.8802
C -0.6411 -2.4960 -6.3665
C -0.3900 -1.5999 -5.3403
H -0.8800 2.2177 -5.8016
H -2.2379 4.0949 -6.6389
H -4.3152 4.7389 -5.4621
H -5.0570 3.4742 -3.4763
H -3.7126 1.5991 -2.6271
H -3.5259 -0.3509 -4.9651
H -3.9552 -1.9413 -6.7843
H -2.1115 -3.3141 -7.6912
H 0.1694 -3.0845 -6.7737
H 0.6135 -1.4718 -4.9693
```

Results
frontier orbital gap (alpha / beta)	7.926 / 7.089	eV
total charge	+1
expectation value of S²	0.76
spin multiplicity	2

=====

Entry 3:
Entry from the Open Molecules 2025 dataset: a cluster of 2 separate species, C3H10N5 in total in a non-equilibrium geometry (ωB97M-V/def2-TZVPD).

```
18
Properties=species:S:1:pos:R:3
C -1.8556 0.3546 0.3679
C -0.2586 1.8318 -1.6975
C -1.8775 -1.6881 1.5722
N -0.8542 1.0431 -0.2449
N 0.3448 0.7750 0.3657
N 0.1575 -0.0272 1.2443
N -1.2465 -0.4466 1.2640
N 2.5762 -0.3128 -0.5837
H 0.7953 1.7853 -1.5287
H -0.6786 2.7667 -1.5552
H -0.8047 1.2347 -2.3807
H -2.7975 -1.4431 1.9366
H -2.0329 -2.3650 0.8095
H -1.3504 -2.1183 2.3787
H 1.7521 0.2882 -0.0914
H 3.2177 -0.0946 0.1137
H 2.8035 -0.2865 -1.5741
H 2.1095 -1.2971 -0.3966
```

Results
frontier orbital gap	9.021	eV
total charge	+1

=====

| no. | total energy (hartree) |
| --- | --- |
| 1 | -498.00595 |
| 2 | -5448.34529 |
| 3 | -393.64320 |